Entry from the OMol25 dataset: a 2-piece molecular cluster, C5H11N3O7P2 overall at a distorted geometry (ωB97M-V/def2-TZVPD).

Structure (ORCA input):
```
! RIJCOSX wB97M-V def2-TZVPD def2/J DEFGRID3
* xyz -2 1
C -3.39622 2.44536 1.46449
C -2.34836 2.38726 0.86848
N -1.14288 2.29826 0.27878
C -1.10660 1.66734 -1.05656
N -0.77231 2.52821 -2.12831
N -1.24981 0.35733 -1.10020
O 0.13317 -0.51643 -1.11365
C 0.46774 -1.02928 0.17006
C 1.91111 -0.69512 0.47328
P -2.06782 -0.41738 -2.36662
O -1.05730 -0.13804 -3.65518
O -3.26241 0.60664 -2.68215
H -4.33969 2.47213 1.93969
H -0.75089 3.22913 0.20231
H 0.12872 2.49507 -2.57639
H -1.38776 3.26148 -2.43251
H -0.20279 -0.58043 0.90267
H 0.33992 -2.11390 0.12703
H 2.18820 -1.03778 1.46577
H 2.59877 -1.16502 -0.22561
H 2.02645 0.38905 0.47602
H -0.17786 -0.40135 -3.34705
H -2.91919 1.48238 -2.90592
O 3.96174 -4.70451 2.78994
P 3.27770 -3.50712 3.44549
O 3.78909 -2.22992 2.78019
O 3.59632 -3.54204 4.93845
O 1.76295 -3.54132 3.26749
*
```

Output
max |F|	2.64	eV/Å
ΔE to the lowest compared entry with this formula, charge and spin	0.00	kcal/mol
lowest unoccupied orbital energy	2.055	eV